[1]
{
  "formula": "C3H7N5O3",
  "method": "ωB97M-V/def2-TZVPD",
  "symbols": ["O", "O", "O", "N", "N", "N", "N", "N", "C", "C", "C", "H", "H", "H", "H", "H", "H", "H"],
  "coordinates": [[-0.95890, 0.44098, 1.10971], [-2.66001, -1.39954, 1.33941], [-3.90535, -0.65626, -0.28182], [-2.22134, 1.30499, -0.64122], [-1.13347, -1.73349, -1.45018], [-1.83352, 0.55194, 0.23844], [-2.99714, -0.63982, 0.47067], [0.81342, -2.10735, -0.10753], [-0.26111, -2.02364, -0.62527], [-1.38636, 2.43759, -1.07969], [1.61554, -2.08893, 1.10470], [0.90946, -1.54704, 1.85028], [2.38324, -1.37607, 0.86467], [-1.39355, -2.31993, -2.20411], [1.94578, -3.15832, 1.28799], [-1.07927, 3.05684, -0.17354], [-1.94157, 3.05054, -1.87780], [-0.39962, 2.18426, -1.45258]],
  "forces_ev_per_a": [[-0.7, 0.7, -2.0], [-0.5, 0.9, -0.7], [-0.1, 0.4, 0.1], [0.8, 0.1, -0.6], [-0.3, 0.6, 1.1], [-0.1, 0.1, 1.6], [0.7, -1.4, 0.5], [-0.3, -0.2, 0.3], [1.3, 0.1, -1.5], [-0.1, 1.5, 0.9], [-2.5, 0.2, 0.0], [1.5, -1.5, -0.5], [0.9, -0.2, 0.3], [-0.3, -0.7, -0.3], [-0.2, 1.6, 0.4], [-0.9, -0.4, -1.0], [0.7, -1.1, 1.5], [0.0, -0.8, -0.4]],
  "gap_ev": 8.991,
  "homo_energy_ev": -9.128,
  "smiles": "C/N=[N+](\\[O-])[N+](=O)[O-].CN=C=N",
  "relative_energy_kcal_mol": 150.0
}

=====

[2]
{
  "formula": "C20H58AsF6N4O9",
  "method": "ωB97M-V/def2-TZVPD",
  "symbols": ["As", "F", "F", "F", "F", "F", "F", "O", "O", "O", "O", "O", "O", "O", "O", "O", "N", "N", "N", "N", "C", "C", "C", "C", "C", "C", "C", "C", "C", "C", "C", "C", "C", "C", "C", "C", "C", "C", "C", "C", "H", "H", "H", "H", "H", "H", "H", "H", "H", "H", "H", "H", "H", "H", "H", "H", "H", "H", "H", "H", "H", "H", "H", "H", "H", "H", "H", "H", "H", "H", "H", "H", "H", "H", "H", "H", "H", "H", "H", "H", "H", "H", "H", "H", "H", "H", "H", "H", "H", "H", "H", "H", "H", "H", "H", "H", "H", "H"],
  "coordinates": [[15.10975, 16.22240, 22.38153], [16.49277, 14.99805, 22.61612], [14.40600, 15.81117, 23.92668], [14.14666, 14.81955, 21.64690], [13.73070, 17.30764, 21.96200], [16.09357, 17.49044, 23.22996], [15.75997, 16.73271, 20.78947], [20.23018, 19.19333, 14.17899], [12.17082, 16.35193, 18.32998], [6.11096, 15.39691, 23.96803], [24.46972, 15.53721, 26.04906], [22.44939, 12.75810, 16.16303], [14.59180, 22.49737, 26.14916], [18.14746, 19.86252, 16.95324], [14.20771, 23.48752, 18.08557], [11.40707, 23.50685, 19.36347], [11.76386, 23.36278, 25.12555], [22.31478, 16.48199, 22.92787], [19.82524, 11.79525, 15.26265], [8.28456, 15.38008, 21.70287], [6.46344, 14.68439, 20.34604], [19.90620, 12.59338, 16.46382], [5.12899, 15.10417, 24.88626], [19.60118, 20.05562, 15.07589], [6.19333, 14.47667, 22.81394], [19.07313, 19.11705, 16.20052], [6.85035, 15.27896, 21.67997], [22.54627, 13.98619, 15.51101], [11.18247, 21.07779, 25.06956], [22.58093, 14.31643, 23.81417], [25.69511, 15.69701, 26.79746], [24.26080, 16.30212, 24.82572], [22.87841, 15.87156, 24.14940], [13.64707, 21.76348, 25.41076], [15.92197, 22.07061, 25.98905], [21.35720, 12.55557, 17.11351], [13.19583, 22.45886, 18.11817], [12.13908, 22.11767, 25.63126], [12.21557, 22.39874, 19.23536], [18.88074, 12.10084, 17.50789], [22.45987, 13.73734, 24.72964], [21.53624, 17.02626, 23.27101], [11.58523, 21.51227, 19.16497], [19.56377, 18.56899, 13.88287], [6.85037, 13.66579, 20.37502], [18.75103, 12.76979, 18.35865], [16.69178, 22.67086, 26.47401], [25.75097, 15.05442, 27.67614], [12.90334, 16.72709, 18.81876], [12.68864, 22.03764, 20.14855], [10.12967, 21.16832, 25.33694], [22.15609, 16.28135, 24.85539], [23.58964, 14.14951, 15.24119], [12.63640, 22.56576, 17.18881], [6.74275, 13.56574, 23.05151], [21.91224, 15.75641, 22.35204], [20.27703, 20.85222, 15.38695], [21.50628, 11.69870, 17.77050], [24.27364, 17.39184, 24.80406], [13.90054, 20.74545, 25.70651], [11.38973, 20.04101, 25.33456], [18.74810, 18.19735, 15.71409], [6.94678, 15.24415, 19.54533], [17.94435, 11.88438, 16.99367], [12.03962, 22.02482, 26.71274], [26.60260, 15.45026, 26.24639], [12.26461, 23.36008, 24.24844], [20.80108, 11.61986, 15.07006], [19.41827, 10.88761, 15.43775], [11.52044, 16.13800, 18.99893], [22.25767, 14.76807, 16.21350], [8.73096, 14.54514, 22.05460], [25.83167, 16.72019, 27.14755], [25.05910, 15.98707, 24.15373], [5.28215, 15.41597, 25.91942], [21.43129, 13.34736, 17.85896], [19.91584, 18.69869, 16.75091], [4.86047, 14.04809, 24.91260], [11.10655, 21.20857, 23.99010], [5.14248, 14.30976, 22.57741], [8.47769, 16.01463, 22.46454], [19.68623, 13.61704, 16.16080], [21.60661, 14.16716, 23.34884], [17.50745, 19.26012, 17.33938], [18.78678, 20.57936, 14.57535], [11.95480, 24.28363, 19.22867], [16.24986, 22.03625, 24.95011], [12.32134, 24.00055, 25.67563], [6.37218, 16.25689, 21.62430], [13.60604, 21.44905, 18.12784], [15.07907, 23.12087, 17.91857], [5.40486, 14.83044, 20.13113], [21.98717, 13.96223, 14.57564], [23.44607, 13.95858, 23.25598], [16.00647, 21.04143, 26.33796], [14.07294, 21.75292, 24.40746], [19.18129, 11.09958, 17.81651], [4.11489, 15.46257, 24.70943]],
  "forces_ev_per_a": [[0.3, -1.2, -0.8], [-1.7, 1.8, -0.3], [0.3, 0.3, -0.6], [1.3, 1.8, 0.6], [1.2, -0.8, 0.8], [-1.2, -1.2, -1.2], [-0.2, -0.7, 1.3], [1.2, -0.1, -1.1], [-0.1, 0.1, -0.4], [1.1, -0.3, -0.7], [-0.3, 0.7, 0.2], [-0.6, -2.2, 1.2], [0.0, 2.3, 1.2], [-0.2, -0.6, 0.2], [-0.8, 0.0, 0.8], [-0.6, 1.0, 0.2], [0.5, 1.9, -0.2], [1.2, 1.5, -0.2], [0.7, -0.3, -0.3], [0.4, 0.9, 1.1], [0.2, 0.0, -0.3], [0.5, -0.1, 1.5], [-1.7, -1.3, 0.8], [-0.9, -0.8, 0.7], [-0.7, 2.4, 0.8], [1.0, 1.3, -0.8], [-1.2, -0.6, -0.8], [0.0, 0.1, 0.2], [-0.3, -0.8, -0.8], [1.1, 1.0, 2.4], [-0.2, 0.6, -0.8], [0.2, -2.0, -1.9], [-2.1, -1.7, 0.6], [1.1, -1.8, -0.2], [0.0, -0.9, -0.5], [-0.5, 1.7, -0.7], [0.3, -0.9, -1.4], [1.0, -3.1, 1.3], [0.5, -1.1, 1.0], [0.4, -0.2, -0.9], [0.6, -0.1, 0.1], [0.0, 0.3, -0.6], [-0.4, 0.1, -1.1], [0.1, -0.1, -0.1], [-0.5, -0.3, -0.7], [-0.1, -0.1, -0.1], [-0.7, 0.4, 0.5], [-0.8, -0.2, -0.1], [0.3, 0.0, 0.3], [0.7, 1.0, 0.7], [0.1, 0.8, 0.7], [0.1, -0.9, 1.0], [0.1, -0.1, 0.1], [-0.1, 0.0, -0.2], [-0.1, -0.1, 0.2], [0.2, 0.3, -0.1], [0.3, -0.4, 0.3], [0.3, -0.7, -0.9], [0.0, 0.1, 1.0], [-1.0, -0.7, 0.1], [0.6, 0.0, -0.3], [-1.1, 0.1, -0.2], [0.4, -0.2, 0.1], [-0.3, 0.6, 0.1], [-0.1, 0.6, 0.3], [-0.1, -0.1, -0.6], [-0.4, 0.6, -0.8], [0.2, -0.3, -0.8], [-0.1, -0.1, 0.2], [-0.1, -0.1, 0.2], [-0.3, 0.4, -0.4], [-0.1, -0.6, -0.3], [-0.2, 0.2, 0.0], [0.3, 0.1, -0.3], [1.0, 0.1, -0.2], [-0.2, 0.6, -0.1], [0.3, 0.6, 0.6], [0.7, -0.6, 0.2], [0.4, -0.4, -0.3], [0.0, -0.6, -0.4], [0.5, 0.5, 0.0], [0.0, 0.2, 0.3], [0.3, 0.4, -0.4], [-0.1, 0.0, 0.3], [-0.4, 0.0, 0.2], [0.0, 0.2, 0.1], [-0.3, 0.1, -0.5], [-0.1, 0.8, 0.1], [0.4, 0.3, 0.7], [0.5, 0.0, -0.3], [-0.2, -0.3, 0.1], [-0.2, -0.8, 0.2], [-0.4, 0.4, 0.1], [-0.3, -0.3, -0.3], [0.2, -0.2, 0.2], [-1.0, 0.4, -1.0], [0.3, 0.0, 0.5], [-0.1, 1.0, -0.9]],
  "gap_ev": 9.447,
  "homo_energy_ev": -7.414,
  "total_charge": -1,
  "relative_energy_kcal_mol": 94.7
}

=====

[3]
{
  "formula": "C5H5NO2",
  "method": "ωB97M-V/def2-TZVPD",
  "symbols": ["O", "O", "N", "C", "C", "C", "C", "C", "H", "H", "H", "H", "H"],
  "coordinates": [[0.83049, -0.13849, 2.19195], [-0.98494, 1.17212, 2.64760], [-0.41520, 0.57922, 0.33258], [-0.31483, 0.52472, 1.80050], [1.38976, -0.54199, 1.05257], [0.09913, -0.39268, -1.61751], [-1.17302, 0.21392, -0.88704], [0.72778, -0.29688, -0.04388], [0.72071, 0.42096, -2.19054], [2.57247, -0.80410, 0.88243], [0.02002, -1.41248, -2.32623], [-1.51506, 1.18433, -1.27491], [-1.95731, -0.50863, -0.56752]],
  "forces_ev_per_a": [[-1.2, 1.4, -0.5], [2.0, -2.6, -3.1], [3.8, -2.8, 2.6], [-3.8, 3.7, 1.7], [6.6, -2.7, -2.6], [1.7, 0.0, 0.5], [-0.6, 0.4, 0.5], [-3.8, 1.8, -2.6], [-1.6, -1.6, 0.8], [-3.3, 0.1, 1.6], [0.3, 2.7, 2.5], [-0.5, -0.9, -0.4], [0.3, 0.5, -1.0]],
  "gap_ev": 9.276,
  "homo_energy_ev": -8.618,
  "smiles": "O=c1occ2n1CC2",
  "relative_energy_kcal_mol": 102.7
}

=====

[4]
{
  "formula": "C34H52N5O3SSi4W",
  "method": "ωB97M-V/def2-TZVPD",
  "symbols": ["W", "S", "Si", "Si", "Si", "Si", "O", "O", "O", "N", "N", "N", "N", "N", "C", "C", "C", "C", "C", "C", "C", "C", "C", "C", "C", "C", "C", "C", "C", "C", "C", "C", "C", "C", "C", "C", "C", "C", "C", "C", "C", "C", "C", "C", "C", "C", "C", "C", "H", "H", "H", "H", "H", "H", "H", "H", "H", "H", "H", "H", "H", "H", "H", "H", "H", "H", "H", "H", "H", "H", "H", "H", "H", "H", "H", "H", "H", "H", "H", "H", "H", "H", "H", "H", "H", "H", "H", "H", "H", "H", "H", "H", "H", "H", "H", "H", "H", "H", "H", "H"],
  "coordinates": [[-0.03685, -0.41974, 0.07840], [-0.18019, -1.10028, -2.27708], [2.49787, -4.29024, 0.99860], [3.54190, -0.71275, -0.18112], [0.16912, 1.54779, 3.15958], [1.67963, -2.13515, 0.37081], [2.66612, 3.23678, 1.93784], [0.46486, 1.40825, -0.75671], [-1.91816, 0.41884, -0.05767], [-1.43259, -2.05064, 0.52924], [-0.97737, 0.77898, -3.99259], [0.35480, 1.28039, 1.40946], [-2.45098, 0.43634, -2.31094], [0.77094, -1.41018, 1.73807], [-5.16374, 0.68183, -1.64307], [0.50931, 5.61543, -0.69164], [-2.94162, 1.18000, -5.43780], [-1.88421, 1.79916, -4.53774], [-2.29235, -3.39844, 2.34754], [0.94543, 3.47113, 0.33165], [2.24317, 5.39806, 0.96727], [-2.47591, -2.45170, -0.21830], [-6.86393, 0.55771, 0.04894], [-2.74997, 0.44404, -1.04236], [0.24272, 4.26457, -0.57460], [-1.25715, 0.16296, -2.85812], [2.10561, -4.52059, 2.81544], [4.35427, -4.41196, 0.83205], [-3.44155, -3.30435, 0.25208], [1.96082, 4.04423, 1.09406], [-0.09596, -2.20701, 2.41277], [1.64225, -5.57690, -0.04889], [-1.40499, 0.62086, 3.59557], [-4.55175, 0.36717, 0.66886], [-5.89025, 0.38945, 1.02414], [0.22012, 0.50214, -4.79400], [-4.18379, 0.51220, -0.66716], [4.11738, -1.69935, -1.68149], [-6.50064, 0.70546, -1.28331], [1.51486, 6.17785, 0.08547], [-3.35671, -3.77013, 1.57580], [-0.11084, 3.35474, 3.52157], [0.59944, 2.03902, 0.39648], [1.37624, 1.40387, -4.39446], [4.63014, -0.86549, 1.35163], [-1.30348, -2.55293, 1.79838], [3.56058, 1.07360, -0.74447], [1.64006, 0.88480, 4.08191], [-0.05538, 6.22602, -1.38189], [5.13224, -1.40579, -1.96117], [0.55735, -5.50293, 0.04826], [-4.25660, -3.59294, -0.39481], [5.47535, -1.53207, 1.17165], [-7.26103, 0.84129, -2.04069], [1.94414, -6.58015, 0.26187], [-2.51068, -2.07320, -1.23017], [-3.78475, 0.23631, 1.42018], [1.12235, 2.45624, -4.53013], [4.09697, -2.78361, -1.57265], [1.86716, -0.13261, 3.76201], [1.89351, -5.46188, -1.10483], [2.65519, 1.40164, -1.24840], [-0.06021, 0.66091, -5.83591], [1.41763, 0.86952, 5.15210], [-0.92383, 3.76194, 2.91643], [-1.26140, 2.50219, -5.09129], [-2.17732, -3.74145, 3.36693], [3.33015, 3.75996, 2.40124], [-2.34310, 2.33619, -3.71211], [-1.83546, 0.13730, 2.71736], [3.03826, 5.83686, 1.55939], [0.77112, 3.97678, 3.37582], [-6.17541, 0.27619, 2.06163], [4.61271, -5.44303, 1.09242], [-4.12283, -4.42161, 1.97426], [-3.57966, 1.95877, -5.85497], [-3.56230, 0.48739, -4.87022], [0.16444, -2.58807, 3.39238], [-0.52617, 3.79978, -1.17881], [4.38762, 1.16677, -1.45373], [-7.90943, 0.57687, 0.32764], [4.85994, -3.75994, 1.54463], [3.75217, 1.74649, 0.09139], [1.62664, 1.24404, -3.34677], [-0.40806, 3.44542, 4.57014], [4.75148, -4.21835, -0.16347], [2.52131, 1.50696, 3.92738], [1.74039, 7.23235, -0.00044], [-2.15342, 1.31043, 3.99203], [4.07923, -1.24333, 2.21571], [2.75340, -5.31121, 3.20260], [1.07145, -4.82480, 2.97626], [2.30203, -3.61904, 3.39773], [0.48811, -0.54468, -4.68572], [-1.23316, -0.14846, 4.35070], [-4.86589, 0.79721, -2.67601], [5.02821, 0.11442, 1.62233], [3.45807, -1.43820, -2.51512], [2.25108, 1.18420, -5.00639], [-2.48622, 0.63708, -6.26679]],
  "forces_ev_per_a": [[-0.5, -0.4, -0.1], [0.0, 0.1, 0.1], [-0.2, -0.1, -0.2], [0.1, -0.2, -0.1], [-0.1, 0.1, 0.0], [0.5, 0.2, 0.3], [0.0, 0.0, -0.1], [0.2, 0.1, 0.2], [0.0, 0.1, -0.1], [0.2, 0.1, 0.2], [0.1, 0.0, 0.0], [0.0, -0.1, 0.2], [0.0, 0.1, 0.1], [-0.1, -0.2, -0.1], [0.0, 0.0, 0.0], [0.0, 0.0, 0.0], [0.0, 0.0, 0.0], [0.0, 0.0, 0.0], [0.0, 0.0, 0.0], [0.0, 0.0, 0.0], [0.0, 0.0, 0.0], [-0.1, 0.0, 0.0], [0.0, 0.0, 0.0], [0.0, -0.1, 0.0], [0.0, 0.0, 0.0], [0.0, -0.2, -0.1], [0.0, 0.0, 0.0], [0.0, 0.0, 0.0], [0.0, 0.0, 0.0], [0.0, 0.0, 0.0], [0.2, 0.3, 0.0], [0.0, 0.0, 0.0], [0.0, 0.0, 0.0], [0.0, 0.0, 0.0], [0.0, 0.0, 0.0], [0.0, 0.0, 0.0], [0.0, 0.0, 0.0], [0.0, 0.0, 0.0], [0.0, 0.0, 0.0], [0.0, 0.0, 0.0], [0.0, 0.0, 0.0], [0.0, 0.1, 0.0], [-0.1, 0.0, -0.4], [0.0, 0.0, 0.0], [0.1, 0.0, 0.0], [-0.1, 0.0, 0.0], [-0.1, 0.0, 0.0], [0.0, 0.0, 0.0], [0.0, 0.0, 0.0], [0.0, 0.0, 0.0], [0.0, 0.0, 0.0], [0.0, 0.0, 0.0], [0.0, 0.0, 0.0], [0.0, 0.0, 0.0], [0.0, 0.0, 0.0], [0.0, 0.0, 0.0], [0.0, 0.0, 0.0], [0.0, 0.0, 0.0], [0.0, 0.0, 0.0], [0.0, 0.0, 0.0], [0.0, 0.0, 0.0], [0.0, 0.0, -0.1], [0.0, 0.0, 0.0], [0.0, 0.0, 0.0], [0.0, 0.0, 0.0], [0.0, 0.0, 0.0], [0.0, 0.0, 0.0], [0.0, 0.0, 0.0], [0.0, 0.0, 0.0], [0.0, 0.0, 0.0], [0.0, 0.0, 0.0], [-0.1, 0.0, 0.0], [0.0, 0.0, 0.0], [0.0, 0.0, 0.0], [0.0, 0.0, 0.0], [0.0, 0.0, 0.0], [0.0, 0.0, 0.0], [0.0, 0.0, 0.0], [0.0, 0.0, 0.0], [0.0, 0.0, 0.0], [0.0, 0.0, 0.0], [0.0, 0.0, 0.0], [-0.1, 0.0, 0.0], [0.0, 0.0, 0.0], [0.0, 0.0, 0.0], [0.0, 0.0, 0.0], [0.0, 0.0, 0.0], [0.0, 0.0, 0.0], [0.0, 0.0, 0.0], [0.0, 0.0, 0.0], [0.0, 0.0, 0.0], [0.0, 0.0, 0.0], [0.0, 0.0, 0.0], [0.0, 0.0, 0.0], [0.0, 0.0, 0.0], [0.0, 0.0, 0.0], [0.0, 0.0, 0.0], [0.0, 0.0, 0.0], [0.0, 0.0, 0.0], [0.0, 0.0, 0.0]],
  "gap_ev": [5.457, 6.361],
  "homo_energy_ev": [-8.818, -10.010],
  "spin_multiplicity": 3,
  "total_charge": 1,
  "relative_energy_kcal_mol": 0.0
}